The following is a quantum chemistry calculation of a molecular structure, C16H46BF4N10O8Rb at a distorted geometry, from the Open Molecules 2025 dataset.

```
86
Properties=species:S:1:pos:R:3
N -10.260 9.505 22.242
H -8.134 14.327 22.979
C -10.063 11.965 26.108
H -11.758 11.193 27.067
H -13.142 10.768 21.662
N -6.578 11.825 25.762
C -8.364 6.754 23.838
H -9.949 8.586 22.534
O -12.329 8.536 22.206
H -4.883 14.495 24.259
H -8.694 10.123 12.622
H -6.552 11.449 14.178
O -6.080 16.647 23.528
H -5.124 5.447 24.093
O -9.868 9.426 17.353
H -4.245 4.397 21.872
H -8.674 7.586 24.477
C -8.697 9.429 18.133
H -10.861 10.381 25.111
H -9.694 10.284 21.956
N -12.156 10.772 21.845
H -6.297 7.282 24.134
C -10.259 10.665 16.816
N -6.323 6.049 22.500
C -5.452 2.318 20.852
C -8.506 10.754 13.494
H -10.593 5.588 21.744
H -6.555 4.476 23.877
C -6.976 7.096 23.295
N -5.769 14.410 23.803
H -4.506 11.038 13.085
C -7.013 10.515 13.817
H -4.726 10.228 25.588
O -9.362 6.783 22.806
H -7.359 12.466 25.853
O -6.340 10.106 12.656
H -8.429 16.052 23.080
H -8.946 9.402 19.206
H -7.024 7.984 22.668
H -9.529 11.110 24.301
H -8.317 5.793 24.348
F -6.692 12.412 22.098
H -4.757 2.736 20.122
C -5.393 12.061 26.407
H -10.951 12.581 27.780
H -6.946 9.820 14.668
H -8.102 10.346 18.086
N -9.411 10.330 14.551
C -5.038 3.957 22.485
F -8.835 12.145 22.973
H -8.662 11.804 13.259
C -11.614 9.514 22.031
O -6.017 3.313 21.693
C -5.744 4.976 23.328
C -9.649 5.504 22.288
C -4.944 10.063 12.843
H -4.617 3.205 23.169
F -7.226 10.458 23.106
Rb -4.696 10.084 21.711
H -10.379 11.435 17.592
H -4.944 1.569 21.469
H -6.950 5.581 21.859
N -10.080 11.012 25.136
H -3.538 11.028 26.395
C -6.531 15.511 23.505
H -9.838 4.742 23.051
H -6.543 11.023 25.165
H -8.288 11.181 16.122
H -4.550 9.729 11.885
B -7.773 11.527 22.356
N -7.861 15.252 23.279
H -8.909 5.112 21.584
O -5.144 12.984 27.145
H -6.239 13.529 23.689
C -9.319 11.171 15.744
N -11.030 11.879 27.068
N -4.520 11.007 26.186
H -4.690 9.367 13.650
H -8.158 8.501 17.937
H -9.278 9.356 14.790
O -9.314 12.934 26.049
H -11.255 10.510 16.404
H -9.621 12.183 15.464
H -6.319 1.849 20.393
H -11.623 11.619 21.789
F -8.134 11.032 21.085
```

The calculation puts the max |F| at 1.708 eV/Å. The value obtained for the total energy is -60829.2538 eV. The calculation puts the orbital gap at 0.2633 Ha. Its relative energy (zero: lowest compared OMol25 entry of this formula, charge and spin) is 0.000 eV.